A | Formula: C6H16S4
Source: the Open Molecules 2025 dataset
Level of theory: wB97M-V/def2-TZVPD

Output
- Orbital gap: 9.0 eV
- Highest occupied orbital energy: -8.9231 eV
- Structure (SMILES): CCCSS.CCCSS
- Multiplicity: 1

Bonds (Å) are listed after each position.
Atoms and positions in Å:
1 S 2.9697 1.6704 -3.9548  S2 2.255, H6 1.350
2 S 2.9735 0.7963 -1.8765  S1 2.255, C4 1.821
3 C 3.1098 2.7891 1.6814  C5 1.538, H7 1.103, H8 1.103, H9 1.103
4 C 2.9784 2.2568 -0.7886  S2 1.821, C5 1.515, H10 1.107, H11 1.107
5 C 2.6589 1.7794 0.6131  C3 1.538, C4 1.515, H12 1.107, H13 1.107
6 H 1.6239 1.7480 -4.0274  S1 1.350
7 H 4.2095 2.8724 1.7003  C3 1.103
8 H 2.7679 2.4202 2.6631  C3 1.103
9 H 2.6837 3.7927 1.5148  C3 1.103
10 H 2.3401 3.1018 -1.1109  C4 1.107
11 H 4.0269 2.6117 -0.7786  C4 1.107
12 H 3.2949 0.8795 0.7195  C5 1.107
13 H 1.6134 1.4787 0.8176  C5 1.107
14 S 0.2523 -1.8494 -1.3447  S15 2.044, H19 1.350
15 S -0.8570 -1.4510 0.3254  S14 2.044, C17 1.767
16 C -4.7263 -2.6980 0.8523  C18 1.536, H20 1.103, H21 1.103, H22 1.103
17 C -2.3770 -2.2302 -0.1263  S15 1.767, C18 1.540, H23 1.107, H24 1.107
18 C -3.3456 -2.0577 1.0579  C16 1.536, C17 1.540, H25 1.107, H26 1.107
19 H 0.0978 -0.7316 -2.0856  S14 1.350
20 H -4.5394 -3.7780 0.7283  C16 1.103
21 H -5.2031 -2.3158 -0.0659  C16 1.103
22 H -5.4228 -2.5561 1.6957  C16 1.103
23 H -2.1786 -3.2901 -0.3767  C17 1.107
24 H -2.6049 -1.6985 -1.0701  C17 1.107
25 H -3.4105 -0.9760 1.2842  C18 1.107
26 H -2.9354 -2.5646 1.9525  C18 1.107

---

B | Formula: C6H16S4
Source: the Open Molecules 2025 dataset
Level of theory: wB97M-V/def2-TZVPD

Output
- Orbital gap: 9.3 eV
- Highest occupied orbital energy: -8.9773 eV
- Structure (SMILES): CCCSS.CCCSS
- Multiplicity: 1

Bonds (Å) are listed after each position.
Atoms and positions in Å:
1 S -3.8791 0.8974 -2.3208  S2 2.097, H6 1.350
2 S -1.9230 1.4161 -2.8715  S1 2.097, C4 1.853
3 C -1.9210 5.2032 -1.0041  C5 1.562, H7 1.103, H8 1.103, H9 1.103
4 C -1.9141 3.2596 -2.6820  S2 1.853, C5 1.508, H10 1.107, H11 1.107
5 C -1.8256 3.6608 -1.2311  C3 1.562, C4 1.508, H12 1.107, H13 1.107
6 H -4.4641 1.1385 -3.5133  S1 1.350
7 H -2.0644 5.3888 0.0737  C3 1.103
8 H -2.8141 5.5598 -1.5443  C3 1.103
9 H -1.0475 5.7824 -1.3477  C3 1.103
10 H -2.8392 3.6648 -3.1350  C4 1.107
11 H -1.0537 3.7235 -3.2015  C4 1.107
12 H -0.8297 3.3585 -0.8539  C5 1.107
13 H -2.5887 3.1349 -0.6258  C5 1.107
14 S -10.1271 0.4378 4.0548  S15 2.121, H19 1.350
15 S -8.5744 1.4699 5.0654  S14 2.121, C17 1.853
16 C -7.9931 4.3503 3.5256  C18 1.497, H20 1.103, H21 1.103, H22 1.103
17 C -7.2975 1.8736 3.7849  S15 1.853, C18 1.565, H23 1.107, H24 1.107
18 C -7.7167 3.0486 2.8393  C16 1.497, C17 1.565, H25 1.107, H26 1.107
19 H -9.6339 -0.7926 3.7989  S14 1.350
20 H -8.8346 4.1741 4.2166  C16 1.103
21 H -8.2940 5.1182 2.7933  C16 1.103
22 H -7.1364 4.7334 4.1052  C16 1.103
23 H -6.9534 0.9404 3.2988  C17 1.107
24 H -6.4153 2.3580 4.2458  C17 1.107
25 H -8.6194 2.6791 2.3159  C18 1.107
26 H -6.9215 3.1872 2.0817  C18 1.107

---

Which of them is most stable? Easy: B.

---

A | Formula: C32H58F6N10O2P
Source: the Open Molecules 2025 dataset
Level of theory: wB97M-V/def2-TZVPD

Output
- Orbital gap: 2.0 eV
- Highest occupied orbital energy: -7.4493 eV
- Net charge: +3
- Multiplicity: 1

Bonds (Å) are listed after each position.
Atoms and positions in Å:
1 C -3.4317 8.6099 0.6173  C2 1.514, H9 1.090, H10 1.090, H11 1.090
2 C -3.1345 7.3207 -0.1178  C1 1.514, N3 1.463, H12 1.090, H13 1.090
3 N -4.3025 6.4394 -0.1429  C2 1.463, C4 1.381, C7 1.378
4 C -5.3327 6.5542 -1.0555  N3 1.381, C5 1.352, H14 1.080
5 C -6.3466 5.7672 -0.6300  C4 1.352, N6 1.389, H15 1.080
6 N -5.9478 5.1491 0.5488  C5 1.389, C7 1.387, C8 1.446
7 C -4.6508 5.5420 0.8424  N3 1.378, N6 1.387, H16 1.080
8 C -6.8219 4.3656 1.3938  N6 1.446, H17 1.090, H18 1.090, H19 1.090
9 H -3.6353 8.3954 1.6664  C1 1.090
10 H -4.2568 9.0598 0.0651  C1 1.090
11 H -2.5765 9.2806 0.5348  C1 1.090
12 H -2.2480 6.7356 0.1268  C2 1.090
13 H -2.9753 7.7013 -1.1267  C2 1.090
14 H -5.3441 7.2936 -1.8425  C4 1.080
15 H -7.3141 5.4457 -0.9863  C5 1.080
16 H -3.9695 5.2439 1.6256  C7 1.080
17 H -7.7867 4.8000 1.6557  C8 1.090
18 H -6.3218 4.0917 2.3227  C8 1.090
19 H -7.0083 3.4492 0.8337  C8 1.090
20 C -4.3813 1.3327 -5.9064  C21 1.474, H28 1.090, H29 1.090, H30 1.090
21 C -5.3919 1.5670 -6.9540  C20 1.474, N22 1.456, H31 1.090, H32 1.090
22 N -6.6473 0.8600 -6.7411  C21 1.456, C23 1.348, C26 1.392
23 C -7.7854 1.1354 -7.4087  N22 1.348, C24 1.410, H33 1.080
24 C -8.8103 0.2672 -6.9790  C23 1.410, N25 1.397, H34 1.080
25 N -8.2712 -0.4782 -5.9270  C24 1.397, C26 1.372, C27 1.435
26 C -6.9643 -0.0887 -5.7725  N22 1.392, N25 1.372, H35 1.080
27 C -8.9592 -1.4776 -5.1603  N25 1.435, H36 1.090, H37 1.090, H38 1.090
28 H -4.3228 0.2740 -5.6536  C20 1.090
29 H -4.5846 1.9254 -5.0144  C20 1.090
30 H -3.3876 1.7477 -6.0747  C20 1.090
31 H -4.9727 1.2885 -7.9209  C21 1.090
32 H -5.4288 2.6547 -7.0145  C21 1.090
33 H -7.7659 1.8892 -8.1819  C23 1.080
34 H -9.8640 0.1779 -7.1982  C24 1.080
35 H -6.3635 -0.2157 -4.8841  C26 1.080
36 H -9.7596 -0.9493 -4.6423  C27 1.090
37 H -8.3164 -1.9287 -4.4044  C27 1.090
38 H -9.3647 -2.2381 -5.8276  C27 1.090
39 C -2.8307 -1.5020 8.6653  C40 1.551, H47 1.090, H48 1.090, H49 1.090
40 C -4.1912 -2.2246 8.4831  C39 1.551, N41 1.453, H50 1.090, H51 1.090
41 N -4.0171 -3.6429 8.2179  C40 1.453, C42 1.434, C45 1.410
42 C -3.8448 -4.7000 9.1712  N41 1.434, C43 1.447, H52 1.080
43 C -3.7197 -5.9265 8.4132  C42 1.447, N44 1.345, H53 1.080
44 N -3.6436 -5.6158 7.1072  C43 1.345, C45 1.384, C46 1.446
45 C -3.8624 -4.2575 6.9583  N41 1.410, N44 1.384, H54 1.080
46 C -3.4217 -6.5877 6.0603  N44 1.446, H55 1.090, H56 1.090, H57 1.090
47 H -2.3043 -1.6596 9.6067  C39 1.090
48 H -2.9563 -0.4220 8.7423  C39 1.090
49 H -2.1543 -1.6845 7.8303  C39 1.090
50 H -4.8013 -1.7791 7.6973  C40 1.090
51 H -4.7138 -2.1017 9.4317  C40 1.090
52 H -3.8547 -4.3686 10.1991  C42 1.080
53 H -3.6931 -6.9484 8.7616  C43 1.080
54 H -4.0287 -3.6766 6.0631  C45 1.080
55 H -3.9919 -6.2318 5.2023  C46 1.090
56 H -3.7397 -7.5834 6.3693  C46 1.090
57 H -2.3731 -6.6971 5.7835  C46 1.090
58 C 10.4239 -5.1903 -5.9386  C59 1.477, H66 1.090, H67 1.090, H68 1.090
59 C 10.1737 -4.0536 -5.0285  C58 1.477, N60 1.440, H69 1.090, H70 1.090
60 N 8.8810 -4.2525 -4.4255  C59 1.440, C61 1.387, C64 1.356
61 C 7.6566 -3.8716 -4.9545  N60 1.387, C62 1.406, H71 1.080
62 C 6.6334 -4.1391 -4.0286  C61 1.406, N63 1.343, H72 1.080
63 N 7.3061 -4.5877 -2.9567  C62 1.343, C64 1.396, C65 1.453
64 C 8.6565 -4.8246 -3.2167  N60 1.356, N63 1.396, H73 1.080
65 C 6.6268 -4.9297 -1.7181  N63 1.453, H74 1.090, H75 1.090, H76 1.090
66 H 11.4855 -5.3696 -6.1087  C58 1.090
67 H 10.0306 -4.8645 -6.9016  C58 1.090
68 H 9.8499 -6.1106 -5.8306  C58 1.090
69 H 10.2382 -3.0722 -5.4983  C59 1.090
70 H 10.8989 -4.1324 -4.2187  C59 1.090
71 H 7.6445 -3.5393 -5.9820  C61 1.080
72 H 5.5577 -4.0449 -4.0112  C62 1.080
73 H 9.3957 -5.1527 -2.5009  C64 1.080
74 H 6.6113 -6.0140 -1.6078  C65 1.090
75 H 5.5676 -4.6727 -1.7067  C65 1.090
76 H 7.1748 -4.6101 -0.8317  C65 1.090
77 C 7.0949 5.0569 -3.5415  C78 1.562, H85 1.090, H86 1.090, H87 1.090
78 C 6.6009 3.6477 -3.0850  C77 1.562, N79 1.436, H88 1.090, H89 1.090
79 N 6.4939 3.5375 -1.6570  C78 1.436, C80 1.352, C83 1.393
80 C 7.1479 2.5826 -0.9579  N79 1.352, C81 1.399, H90 1.080
81 C 6.7171 2.5634 0.3727  C80 1.399, N82 1.375, H91 1.080
82 N 5.6909 3.4751 0.4500  C81 1.375, C83 1.405, C84 1.471
83 C 5.5488 4.0988 -0.8014  N79 1.393, N82 1.405, H92 1.080
84 C 4.8233 3.7646 1.6023  N82 1.471, H93 1.090, H94 1.090, H95 1.090
85 H 6.7961 5.9392 -2.9755  C77 1.090
86 H 6.7488 5.2637 -4.5542  C77 1.090
87 H 8.1790 5.0927 -3.6486  C77 1.090
88 H 7.2245 2.8409 -3.4702  C78 1.090
89 H 5.6342 3.4389 -3.5433  C78 1.090
90 H 8.0653 2.0944 -1.2518  C80 1.080
91 H 6.8638 1.9679 1.2616  C81 1.080
92 H 4.8575 4.8593 -1.1332  C83 1.080
93 H 4.9723 4.7926 1.9327  C84 1.090
94 H 5.2602 3.1773 2.4100  C84 1.090
95 H 3.7801 3.5270 1.3940  C84 1.090
96 C 2.8053 -4.3073 7.5203  C97 1.539, H100 1.090, H101 1.090, H102 1.090
97 C 2.5335 -4.6105 9.0043  C96 1.539, O98 1.232, O99 1.256
98 O 2.4158 -3.7121 9.8392  C97 1.232
99 O 2.4232 -5.7815 9.4460  C97 1.256
100 H 1.9370 -3.9087 6.9956  C96 1.090
101 H 3.1991 -5.1387 6.9358  C96 1.090
102 H 3.5705 -3.5471 7.3630  C96 1.090
103 P -0.7508 -0.6457 0.6185  F104 1.683, F105 1.633, F106 1.633, F107 1.608, F108 1.675, F109 1.579
104 F -2.2017 -0.2107 -0.1162  P103 1.683
105 F -1.3380 -0.2445 2.0885  P103 1.633
106 F -1.3043 -2.1619 0.8644  P103 1.633
107 F 0.6707 -1.0561 1.2475  P103 1.608
108 F -0.1809 -1.1424 -0.8759  P103 1.675
109 F -0.2028 0.8003 0.3011  P103 1.579

---

B | Formula: C32H58F6N10O2P
Source: the Open Molecules 2025 dataset
Level of theory: wB97M-V/def2-TZVPD

Output
- Orbital gap: 4.8 eV
- Highest occupied orbital energy: -11.3433 eV
- Net charge: +3
- Multiplicity: 1

Bonds (Å) are listed after each position.
Atoms and positions in Å:
1 C -4.5434 3.0860 -2.3204  C2 1.530, H9 1.088, H10 1.088, H11 1.089
2 C -3.0710 2.8289 -1.9916  C1 1.530, N3 1.465, H12 1.088, H13 1.093
3 N -2.4719 1.8626 -2.9150  C2 1.465, C4 1.370, C7 1.340
4 C -1.9545 2.1840 -4.1418  N3 1.370, C5 1.348, H14 1.077
5 C -1.7341 1.0227 -4.7896  C4 1.348, N6 1.378, H15 1.077
6 N -2.1103 0.0064 -3.9392  C5 1.378, C7 1.337, C8 1.453
7 C -2.5438 0.5310 -2.7878  N3 1.340, N6 1.337, H16 1.077
8 C -2.1779 -1.3968 -4.3117  N6 1.453, H17 1.087, H18 1.087, H19 1.092
9 H -5.1344 2.1815 -2.1886  C1 1.088
10 H -4.5668 3.4755 -3.3366  C1 1.088
11 H -4.9285 3.8661 -1.6658  C1 1.089
12 H -2.7993 2.5605 -0.9728  C2 1.088
13 H -2.6009 3.7966 -2.1864  C2 1.093
14 H -1.9202 3.1916 -4.5206  C4 1.077
15 H -1.2924 0.7162 -5.7231  C5 1.077
16 H -2.8608 0.0518 -1.8767  C7 1.077
17 H -2.7205 -1.5951 -5.2327  C8 1.087
18 H -2.6333 -1.9776 -3.5141  C8 1.087
19 H -1.1506 -1.7454 -4.4335  C8 1.092
20 C 1.4175 2.3943 -2.3972  C21 1.508, H28 1.087, H29 1.095, H30 1.091
21 C 1.9745 2.9085 -3.7003  C20 1.508, N22 1.452, H31 1.092, H32 1.093
22 N 2.2606 1.8564 -4.6589  C21 1.452, C23 1.361, C26 1.346
23 C 2.5289 2.0757 -5.9756  N22 1.361, C24 1.361, H33 1.077
24 C 2.7550 0.8721 -6.5698  C23 1.361, N25 1.381, H34 1.076
25 N 2.5265 -0.0822 -5.5975  C24 1.381, C26 1.333, C27 1.457
26 C 2.2094 0.5273 -4.4549  N22 1.346, N25 1.333, H35 1.081
27 C 2.6396 -1.5223 -5.7891  N25 1.457, H36 1.090, H37 1.086, H38 1.087
28 H 1.9735 1.5329 -2.0346  C20 1.087
29 H 0.3568 2.1364 -2.4811  C20 1.095
30 H 1.3044 3.1454 -1.6141  C20 1.091
31 H 2.8860 3.4801 -3.5128  C21 1.092
32 H 1.2699 3.6691 -4.0451  C21 1.093
33 H 2.5873 3.0810 -6.3587  C23 1.077
34 H 2.9462 0.5688 -7.5848  C24 1.076
35 H 1.7050 0.0819 -3.6094  C26 1.081
36 H 1.8818 -1.8124 -6.5170  C27 1.090
37 H 2.4384 -2.0550 -4.8644  C27 1.086
38 H 3.6311 -1.7656 -6.1609  C27 1.087
39 C -3.8353 -3.5009 0.0812  C40 1.525, H47 1.090, H48 1.097, H49 1.089
40 C -3.2917 -4.4241 -1.0043  C39 1.525, N41 1.456, H50 1.089, H51 1.089
41 N -2.1248 -5.1760 -0.5659  C40 1.456, C42 1.393, C45 1.336
42 C -2.0974 -6.3970 0.1043  N41 1.393, C43 1.373, H52 1.076
43 C -0.7711 -6.6938 0.2972  C42 1.373, N44 1.352, H53 1.075
44 N -0.0496 -5.6244 -0.1064  C43 1.352, C45 1.324, C46 1.452
45 C -0.8679 -4.7305 -0.6384  N41 1.336, N44 1.324, H54 1.075
46 C 1.3930 -5.5121 0.0134  N44 1.452, H55 1.088, H56 1.086, H57 1.089
47 H -4.3832 -3.9814 0.8916  C39 1.090
48 H -4.6174 -2.8436 -0.3191  C39 1.097
49 H -3.0556 -2.8653 0.4973  C39 1.089
50 H -3.0335 -3.8737 -1.9073  C40 1.089
51 H -4.0814 -5.1318 -1.2533  C40 1.089
52 H -3.0584 -6.8290 0.3232  C42 1.076
53 H -0.3116 -7.5856 0.6842  C43 1.075
54 H -0.6446 -3.8258 -1.1740  C45 1.075
55 H 1.7475 -4.9412 -0.8420  C46 1.088
56 H 1.8475 -6.4985 0.0417  C46 1.086
57 H 1.6864 -5.0128 0.9356  C46 1.089
58 C 5.6134 2.7029 5.9322  C59 1.519, H66 1.087, H67 1.099, H68 1.088
59 C 4.1213 2.8236 5.6756  C58 1.519, N60 1.471, H69 1.086, H70 1.091
60 N 3.7074 1.8946 4.6131  C59 1.471, C61 1.368, C64 1.339
61 C 3.7691 2.1340 3.2674  N60 1.368, C62 1.374, H71 1.078
62 C 3.2229 1.0527 2.6186  C61 1.374, N63 1.358, H72 1.076
63 N 2.7898 0.2306 3.6095  C62 1.358, C64 1.341, C65 1.459
64 C 3.1810 0.6790 4.8111  N60 1.339, N63 1.341, H73 1.077
65 C 2.1187 -1.0439 3.3761  N63 1.459, H74 1.095, H75 1.085, H76 1.087
66 H 5.8941 3.0108 6.9359  C58 1.087
67 H 6.1109 3.4199 5.2647  C58 1.099
68 H 6.1040 1.7819 5.6240  C58 1.088
69 H 3.8066 3.8307 5.4185  C59 1.086
70 H 3.5985 2.4931 6.5749  C59 1.091
71 H 4.2916 3.0100 2.9199  C61 1.078
72 H 3.0933 0.7802 1.5859  C62 1.076
73 H 2.9308 0.2299 5.7577  C64 1.077
74 H 2.8058 -1.8586 3.6263  C65 1.095
75 H 1.8772 -1.2292 2.3350  C65 1.085
76 H 1.2831 -1.2110 4.0514  C65 1.087
77 C -0.2392 5.7110 2.5626  C78 1.530, H85 1.089, H86 1.092, H87 1.090
78 C 0.4395 4.3399 2.5202  C77 1.530, N79 1.457, H88 1.087, H89 1.092
79 N -0.4645 3.2441 2.8439  C78 1.457, C80 1.357, C83 1.344
80 C -0.2394 2.3728 3.8590  N79 1.357, C81 1.363, H90 1.078
81 C -1.1534 1.3650 3.7740  C80 1.363, N82 1.369, H91 1.078
82 N -1.8720 1.6051 2.6336  C81 1.369, C83 1.337, C84 1.466
83 C -1.4518 2.7463 2.0791  N79 1.344, N82 1.337, H92 1.074
84 C -2.9160 0.7503 2.0608  N82 1.466, H93 1.089, H94 1.089, H95 1.084
85 H -1.2795 5.7611 2.2451  C77 1.089
86 H 0.2938 6.4086 1.9134  C77 1.092
87 H -0.1673 6.1690 3.5492  C77 1.090
88 H 1.3014 4.2914 3.1808  C78 1.087
89 H 0.8677 4.1729 1.5300  C78 1.092
90 H 0.3519 2.5656 4.7398  C80 1.078
91 H -1.3479 0.4316 4.2770  C81 1.078
92 H -1.7893 3.2340 1.1835  C83 1.074
93 H -3.8692 1.2780 2.0594  C84 1.089
94 H -3.0500 -0.0374 2.8012  C84 1.089
95 H -2.6373 0.3736 1.0830  C84 1.084
96 C -0.9940 -3.4090 2.9489  C97 1.531, H100 1.096, H101 1.095, H102 1.098
97 C -1.8717 -4.6292 3.2391  C96 1.531, O98 1.258, O99 1.260
98 O -3.1212 -4.5256 3.1385  C97 1.258
99 O -1.3408 -5.7249 3.5652  C97 1.260
100 H -0.9375 -3.1741 1.8803  C96 1.096
101 H 0.0250 -3.4830 3.3416  C96 1.095
102 H -1.3833 -2.4932 3.4130  C96 1.098
103 P -0.0272 -0.6322 -0.2335  F104 1.652, F105 1.614, F106 1.613, F107 1.604, F108 1.651, F109 1.605
104 F 0.1269 -0.3668 -1.8567  P103 1.652
105 F -1.3678 -1.4953 -0.4817  P103 1.614
106 F 0.8333 -1.9909 -0.3594  P103 1.613
107 F -0.1367 -0.8334 1.3546  P103 1.604
108 F 1.3849 0.1906 -0.0015  P103 1.651
109 F -0.8158 0.7614 -0.1267  P103 1.605

---

Which of them is most stable? Easy: B.